# 1
A 2-piece molecular cluster, C29H31O2Si overall, computed with ωB97M-V/def2-TZVPD.

Energy above the lowest of the compared OMol25 structures with the same formula, charge and spin in kJ/mol: 120.0

Geometry as ORCA input:
```
! wB97M-V def2-TZVPD RIJCOSX def2/J DEFGRID3
* xyz 1 1
C 3.26121 -5.11504 4.94626
O 1.91877 -4.83761 4.54427
C 1.69234 -4.08393 3.44156
C 0.29673 -3.89302 3.18262
C -0.09841 -3.24751 2.04356
C 0.90963 -2.78711 1.14883
C 0.34153 -1.83800 0.10884
C 1.09450 -0.87324 -0.77932
C 0.36082 -0.24036 -1.77825
C 0.92879 0.66683 -2.67887
C 2.31196 0.88303 -2.58100
O 2.92605 1.56823 -3.61972
C 3.54623 0.81032 -4.59804
C 2.98274 0.75706 -5.87486
C 3.57053 -0.03397 -6.85641
C 4.74592 -0.73743 -6.56885
C 5.31743 -0.67730 -5.28909
C 4.69651 0.07526 -4.28921
C 3.05415 0.33110 -1.55371
C 2.42641 -0.47762 -0.58939
C 2.24972 -3.00828 1.39794
C 2.71334 -3.61989 2.56457
H 3.17156 -5.74801 5.83735
H 3.81728 -5.66229 4.15881
H 3.80636 -4.18517 5.20588
H -0.44491 -4.28205 3.89882
H -1.13196 -3.07724 1.78069
H -0.35500 -2.39511 -0.52723
H -0.65432 -0.57217 -1.92535
H 0.35171 1.16988 -3.45817
H 2.07461 1.31139 -6.06384
H 3.12534 -0.08496 -7.84608
H 5.24134 -1.33060 -7.34582
H 6.24995 -1.20882 -5.06223
H 5.09840 0.09252 -3.27174
H 4.11831 0.52639 -1.51399
H 3.00429 -0.85766 0.24398
H 2.97428 -2.77351 0.63279
H 3.78202 -3.70554 2.84193
C -3.95685 0.25904 3.95480
Si -3.12433 1.71325 3.11183
C -1.50494 2.46847 3.77429
H -0.20892 -1.22930 0.74501
C -3.86544 2.47561 1.61521
C -4.75152 3.52357 1.98386
C -5.44693 4.24010 1.01512
C -5.28872 3.96823 -0.33982
C -6.08270 4.77224 -1.32089
C -4.39772 2.96288 -0.70930
C -3.68484 2.22821 0.23656
H -4.51724 -0.39031 3.28356
H -3.27049 -0.40608 4.47866
H -4.65545 0.67391 4.69385
H -0.88626 2.87299 2.96305
H -1.81193 3.27254 4.44992
H -0.86479 1.75787 4.31891
H -4.86535 3.75915 3.05010
H -6.13404 5.02953 1.32902
H -5.87909 4.45774 -2.33986
H -7.15790 4.66836 -1.12660
H -5.84989 5.84036 -1.23052
H -4.29116 2.77983 -1.77889
H -2.97966 1.46321 -0.06541
*
```

# 2
A 5-piece molecular cluster, C6H22NO4 overall, computed with ωB97M-V/def2-TZVPD.

Energy above the lowest of the compared OMol25 structures with the same formula, charge and spin in kJ/mol: 383.0

Geometry as ORCA input:
```
! wB97M-V def2-TZVPD RIJCOSX def2/J DEFGRID3
* xyz 1 1
C -0.29606 0.07455 0.31057
C -1.83307 -0.27787 0.06485
C -2.01223 -0.98723 -1.31534
C -0.95425 -2.04802 -1.64837
C -0.15499 -2.90209 -0.51691
C -0.46557 -4.23266 -0.49543
N -0.08113 1.61817 0.57380
H 0.15370 -0.60765 1.13232
H 0.34433 -0.23598 -0.59076
H -2.69875 0.32812 0.18884
H -2.21630 -1.05578 0.69874
H -2.06837 -0.34042 -2.13790
H -3.14174 -1.51037 -1.41397
H -1.57953 -2.79050 -2.27752
H -0.07129 -1.66594 -2.32719
H 0.52116 -2.33505 0.13309
H 0.00108 -4.91267 0.20517
H -0.98841 -4.66122 -1.26425
H 0.78956 1.67217 1.18935
H -0.82333 2.10808 1.20006
H 0.02526 2.12226 -0.20729
H 2.97028 0.67088 0.85097
H 3.18323 2.34730 1.02366
O 2.58793 1.57975 1.11000
H 0.33510 3.36927 2.68917
H -1.19276 3.31470 3.15309
O -0.64146 3.41373 2.38335
H -0.08647 3.92991 -2.33368
H -0.37373 4.23644 -0.97454
O -0.33343 3.49246 -1.46146
H 3.57001 -1.78284 1.33824
H 4.14966 -0.93508 0.03027
O 3.38157 -0.99640 0.68909
*
```

# 3
The molecule C27H26N4O4, computed with ωB97M-V/def2-TZVPD.

Energy above the lowest of the compared OMol25 structures with the same formula, charge and spin in kJ/mol: 0.0
SMILES: CCc1ccc(-n2c(=O)c3ccc(C(=O)NCCc4ccccc4)cc3n(CC(N)=O)c2=O)cc1

Geometry as ORCA input:
```
! wB97M-V def2-TZVPD RIJCOSX def2/J DEFGRID3
* xyz 0 1
C -8.10833 -3.10648 0.90340
H -9.11131 -3.51969 0.98211
H -7.45459 -3.85817 0.46731
H -7.74584 -2.87870 1.90308
C -8.11511 -1.84322 0.03995
C -6.72763 -1.27906 -0.06972
C -5.87580 -1.68813 -1.08757
C -4.58447 -1.20224 -1.17162
C -4.13166 -0.30316 -0.22044
C -4.96289 0.11038 0.80756
C -6.25473 -0.37599 0.87407
H -6.90501 -0.04962 1.67273
H -4.59971 0.81235 1.54234
N -2.78803 0.19484 -0.29568
C -2.65059 1.55223 -0.50321
O -3.60805 2.27822 -0.65990
N -1.35896 2.03849 -0.56731
C -0.24911 1.24197 -0.39005
C 1.04784 1.75351 -0.42724
C 2.14431 0.92615 -0.25298
C 1.96917 -0.44756 -0.06860
C 0.69420 -0.96391 -0.04036
C -0.41671 -0.13442 -0.19101
C -1.75645 -0.72144 -0.13145
O -1.97988 -1.89780 0.05019
H 0.51491 -2.01910 0.09966
H 2.81605 -1.11104 0.02544
C 3.49127 1.57706 -0.32393
O 3.68837 2.57660 -0.98922
N 4.44439 0.99477 0.43501
H 4.23147 0.14243 0.92720
C 5.83127 1.38853 0.37674
H 6.26004 1.30599 1.37873
H 5.85813 2.43049 0.05102
C 6.62311 0.51429 -0.61341
C 6.45754 -0.93881 -0.27204
C 5.47748 -1.70007 -0.89803
C 5.27393 -3.02165 -0.54032
C 6.05074 -3.59943 0.44935
C 7.03292 -2.85066 1.07574
C 7.23196 -1.52863 0.71932
H 7.99957 -0.94779 1.21108
H 7.64509 -3.29823 1.84492
H 5.89362 -4.63043 0.72897
H 4.50834 -3.60117 -1.03558
H 4.87358 -1.25285 -1.67579
H 6.25005 0.70699 -1.62032
H 7.67400 0.80306 -0.56823
H 1.24385 2.80188 -0.57930
C -1.21961 3.47299 -0.67892
H -2.22136 3.86494 -0.88678
H -0.55126 3.73174 -1.50403
C -0.72208 4.07013 0.64277
O -0.61697 3.42708 1.65811
N -0.41659 5.38226 0.55600
H -0.11476 5.86438 1.38640
H -0.54728 5.91140 -0.28705
H -3.92733 -1.52210 -1.96569
H -6.22839 -2.39126 -1.82826
H -8.78145 -1.10387 0.48845
H -8.49525 -2.08846 -0.95360
*
```

What are the max |F| values for these records? In order: 2.27; 7.65; 0.82 eV/A.
What are the LUMO values for these records? In order: -5.1; -2.8; 0.1 eV.
What are the energy values for these records? In order: -42540.08510; -16250.12700; -42574.81728 eV.